96
Properties=species:S:1:pos:R:3:forces:R:3 method="wB97M-V/def2-TZVPD" spin_multiplicity=1 total_charge=+1 fmax_ev_per_a=4.50 molar_mass_g_mol=647.89 homo_lumo_gap_ha=0.142 e_above_lowest_kj_mol=0.0
C 6.076677 0.823423 0.695802 0.06 0.36 0.67
N 5.625780 -0.276390 -0.160537 0.09 -1.65 0.56
C 5.346391 0.058590 -1.558062 0.13 0.21 -0.60
C 5.557651 -1.498084 0.339598 0.06 1.33 -0.51
C 5.489142 -2.720016 -0.414378 -0.21 -0.97 -0.47
C 6.042247 -2.876484 -1.714521 -0.43 0.17 0.25
C 5.843920 -4.057970 -2.418713 0.09 -0.12 0.11
C 5.181780 -5.139368 -1.818278 -0.06 0.41 0.40
C 4.707351 -5.032183 -0.499074 0.15 0.01 -0.28
C 4.859660 -3.838818 0.194573 0.21 0.45 -0.16
H 6.069558 1.750430 0.119098 -0.05 -0.21 0.17
H 5.417816 0.931218 1.568108 0.08 -0.03 -0.31
H 7.097738 0.634549 1.059171 -0.33 0.03 -0.25
H 4.956459 1.083361 -1.586299 0.00 -0.36 0.10
H 6.267757 0.036517 -2.158622 -0.27 0.04 0.21
H 4.603773 -0.622290 -1.992454 0.24 0.13 0.27
H 5.544707 -1.568777 1.435700 0.19 0.15 -0.39
H 6.627349 -2.068964 -2.158415 -0.28 -0.35 0.08
H 6.216134 -4.145958 -3.443570 -0.06 0.00 0.45
H 5.049523 -6.070335 -2.368505 0.02 0.25 0.13
H 4.227341 -5.886539 -0.017575 0.14 0.31 -0.18
H 4.489540 -3.730429 1.215327 0.02 -0.13 -0.27
C -1.086658 6.506355 0.014806 0.05 0.26 0.06
C -1.396350 5.041760 -0.010273 0.06 -0.25 0.01
C -0.907686 4.242879 -1.040727 -0.27 -0.42 0.04
C -1.197127 2.874857 -1.113196 0.14 0.56 0.20
C -0.697465 2.130038 -2.314528 0.17 0.02 -0.54
C -1.956363 2.309201 -0.083053 0.11 0.81 0.20
N -2.193646 0.903847 -0.093723 -0.16 -1.64 0.19
C -1.252430 -0.101762 -0.036326 -0.96 0.04 -1.05
C 0.211227 -0.006169 -0.184850 3.61 2.02 1.77
C 1.005708 0.913993 0.628435 -2.57 -1.90 -1.69
C 2.392419 1.159331 0.165778 0.31 0.12 -0.07
C 0.472254 1.551234 1.791216 -0.08 0.80 0.94
C -0.496928 0.923213 2.610173 0.29 0.23 0.03
C -0.939050 1.520456 3.787350 0.08 0.16 -0.23
C -0.456665 2.778614 4.156875 -0.23 -0.02 0.23
C 0.480174 3.436553 3.353538 -0.01 -0.17 -0.06
C 0.954606 2.829688 2.199828 -0.31 -0.49 -0.08
O 0.771628 -0.734847 -1.043676 -0.78 -0.31 -0.59
N -1.917928 -1.253661 -0.190608 -0.97 1.24 0.60
C -1.441259 -2.578982 -0.428240 0.38 -0.94 0.07
C -0.510175 -3.185385 0.438068 -0.39 -0.14 -0.53
C -0.015453 -2.543633 1.690962 0.44 0.02 0.37
C -0.069068 -4.473419 0.124273 -0.34 0.27 -0.20
C -0.571472 -5.168737 -0.977810 -0.08 0.37 0.01
C -0.097669 -6.563809 -1.255309 0.03 -0.20 -0.05
C -1.521568 -4.549385 -1.797167 0.25 -0.06 0.33
C -1.964802 -3.251621 -1.544341 0.45 0.03 0.42
C -2.962096 -2.626779 -2.462719 -0.45 -0.17 -0.58
N -3.286277 -1.028908 -0.209989 0.39 0.55 0.11
C -3.438040 0.271022 -0.175965 1.27 -0.41 -0.44
C -4.715489 0.966879 -0.266852 -1.38 0.15 -0.10
C -5.809563 0.377422 0.404698 0.40 0.55 -0.03
C -7.021131 1.059304 0.488202 0.02 0.08 -0.31
C -7.172220 2.294726 -0.156141 0.21 -0.05 0.07
C -6.118286 2.847784 -0.895671 -0.14 -0.29 0.01
C -4.907480 2.168264 -0.989962 0.36 -0.50 0.50
C -2.498393 3.092947 0.947849 0.45 0.26 0.13
C -3.382387 2.569710 2.042016 -0.23 -0.08 0.39
C -2.178559 4.454885 0.979505 -0.11 -0.22 -0.30
H -1.598777 6.984708 0.854749 0.14 0.04 -0.17
H -0.007142 6.678040 0.116880 -0.22 0.00 0.00
H -1.412315 6.987182 -0.916628 0.07 -0.06 0.22
H -0.301977 4.681904 -1.836131 -0.19 -0.04 0.18
H -1.246352 1.202711 -2.522074 0.25 0.15 0.14
H -0.816521 2.786162 -3.193454 0.01 -0.29 0.26
H 0.379589 1.909012 -2.239754 -0.41 -0.15 0.08
H 2.993240 1.620637 0.957753 -0.04 -0.01 -0.10
H 2.863477 0.218810 -0.142118 -0.10 0.02 -0.05
H 2.396381 1.830460 -0.709476 0.20 -0.09 0.05
H -0.858691 -0.067232 2.325398 0.19 0.32 0.31
H -1.672280 0.993295 4.403921 0.24 0.26 -0.11
H -0.822677 3.248261 5.073011 0.17 -0.14 -0.27
H 0.842027 4.428845 3.629342 -0.11 -0.28 -0.02
H 1.677498 3.339447 1.559895 -0.20 -0.07 0.23
H 0.530044 -3.295505 2.274273 -0.20 0.16 -0.01
H 0.695096 -1.729791 1.490662 -0.28 -0.04 0.02
H -0.832488 -2.165939 2.318126 0.16 -0.04 -0.17
H 0.665973 -4.945586 0.782584 -0.27 0.08 -0.19
H -0.667345 -7.002893 -2.080301 0.18 -0.03 0.16
H 0.967960 -6.567840 -1.521440 -0.22 -0.03 0.01
H -0.217672 -7.193598 -0.364401 0.01 0.07 -0.23
H -1.932083 -5.085753 -2.657329 0.16 0.15 0.28
H -3.176748 -3.342010 -3.265241 -0.03 0.23 0.10
H -3.895711 -2.396388 -1.937163 0.25 -0.07 -0.29
H -2.593766 -1.708296 -2.940241 -0.01 -0.12 0.25
H -5.666986 -0.589820 0.886013 -0.06 0.29 -0.02
H -7.847761 0.623625 1.054644 0.25 0.17 -0.26
H -8.120805 2.827967 -0.095267 0.25 -0.13 0.04
H -6.238588 3.809755 -1.402201 -0.01 -0.43 0.13
H -4.093144 2.559594 -1.600634 -0.23 0.04 0.26
H -3.115150 3.062314 2.989614 -0.08 -0.21 -0.34
H -4.442420 2.799464 1.842695 0.32 -0.11 -0.05
H -3.280485 1.489376 2.192534 -0.08 0.25 -0.02
H -2.560030 5.065732 1.800937 0.06 -0.18 -0.24

---

111
Properties=species:S:1:pos:R:3:forces:R:3 method="wB97M-V/def2-TZVPD" spin_multiplicity=5 total_charge=+1 fmax_ev_per_a=3.46 molar_mass_g_mol=1224.74 homo_lumo_gap_ha="0.227 / 0.188" e_above_lowest_kj_mol=0.0
Pt -0.313482 0.018850 -0.003331 -1.93 0.11 1.87
C -1.678464 3.118947 1.389109 -1.84 -1.01 0.35
N -2.059408 2.047304 0.426775 -0.21 0.89 -0.18
C -2.370179 2.744975 -0.855385 -0.35 0.49 1.44
C -2.835670 1.914379 -2.016317 -1.17 0.21 -0.51
N -2.402282 2.578728 -3.227344 0.75 -0.22 1.49
C -2.698755 2.076381 -4.381469 -0.98 -0.21 -3.31
C -3.902189 1.417747 -4.872159 0.96 -1.04 0.76
F -4.871678 1.242573 -3.984712 -0.49 0.01 -0.10
C -3.997492 0.761189 -6.104883 -0.69 0.16 0.19
F -5.118253 0.063971 -6.427547 1.08 0.79 0.31
C -2.932236 0.834262 -6.997196 -0.15 -0.24 -0.29
F -3.030242 0.293092 -8.225691 0.30 0.25 1.13
C -1.761518 1.501841 -6.587150 0.37 -0.51 -0.97
F -0.641887 1.341829 -7.329190 -0.63 0.56 0.09
C -1.737488 2.247583 -5.446552 0.82 0.93 0.86
F -0.682883 3.082637 -5.226508 -0.72 -1.16 -0.17
C -3.160917 1.268849 1.023030 1.00 0.07 0.70
C -3.249729 -0.193897 0.623886 -0.13 -0.84 0.43
N -1.959159 -0.950221 0.701672 -0.35 -1.00 -0.53
C -2.128675 -2.348297 0.483247 -0.02 -1.73 0.51
C -3.253240 -3.152624 0.937396 0.26 1.11 0.18
F -4.092346 -2.639733 1.895545 0.42 -0.50 -1.24
C -3.488911 -4.480183 0.536573 -0.44 0.02 0.66
F -4.675569 -5.080382 0.838678 1.49 0.68 -0.13
C -2.457399 -5.216233 -0.039591 -0.74 -0.70 0.20
F -2.633435 -6.539933 -0.262348 0.38 1.36 -0.02
C -1.266806 -4.552238 -0.304583 0.83 -1.87 -0.97
F -0.228080 -5.215044 -0.905853 -1.16 0.55 0.63
C -1.117443 -3.222438 -0.086629 -0.59 2.84 0.14
F 0.021173 -2.673027 -0.572025 -0.27 -0.46 0.18
H -2.557131 3.732300 1.696305 0.25 -0.03 -0.59
H -1.433919 2.627952 2.319319 0.81 -0.05 0.24
H -0.921968 3.759985 0.999077 0.61 0.32 -0.16
H -3.126950 3.570174 -0.661515 0.59 -0.75 -0.13
H -1.455169 3.262085 -1.115520 0.26 0.08 -0.28
H -2.563344 0.811580 -2.071021 0.08 1.97 0.51
H -3.931335 1.883177 -1.971770 -0.11 -0.15 -0.07
H -3.011586 1.291378 2.122653 0.02 -0.03 -0.55
H -4.089875 1.793055 0.863480 -0.75 -0.04 -0.23
H -3.930463 -0.700789 1.320309 0.07 0.48 -0.04
H -3.703236 -0.377269 -0.347715 0.19 0.24 -0.28
Br -3.128362 -3.341339 -3.827493 0.18 0.37 0.25
C -1.621885 -2.212084 -3.860276 -1.64 -0.01 1.05
C -0.670670 -2.442263 -4.766261 1.95 1.04 -1.15
C 0.376564 -1.498288 -4.896142 0.17 -1.52 -0.82
Br 1.889927 -2.093506 -5.820262 -0.06 0.32 -0.37
C 0.490236 -0.338970 -4.115385 -0.53 0.78 2.04
C 1.299785 0.785765 -4.319673 1.02 0.61 -0.09
C 1.486483 1.751435 -3.309106 -0.05 -0.66 -1.98
C 0.808354 1.575461 -2.131955 -0.22 -0.45 0.13
N 0.032470 0.513557 -1.894625 -0.58 0.01 -2.84
C -0.261861 -0.377807 -2.901848 1.26 1.75 -0.39
C -1.517638 -1.110194 -2.911002 -1.90 -0.22 1.22
O -2.489802 -0.722605 -2.200544 1.87 -2.44 -1.23
H -0.649099 -3.256772 -5.466152 -0.26 -0.39 0.10
H 1.760234 0.909119 -5.312534 -0.01 -0.08 0.65
H 2.123226 2.624552 -3.481493 -0.42 -0.33 0.06
H 0.829708 2.300052 -1.343337 0.28 0.09 0.22
C 3.168670 4.228562 2.487973 -0.03 -0.91 0.27
C 2.670600 3.405715 3.721019 1.29 0.02 -0.94
C 1.778227 2.216110 3.372431 -0.35 0.03 -0.30
C 2.075146 1.657131 1.954895 0.38 0.44 0.18
C 1.834877 2.791104 0.906260 -0.98 -0.11 0.14
C 2.124872 4.232032 1.384296 0.22 -0.23 -0.13
P 1.267093 0.003137 1.560072 0.34 -0.68 1.10
C 0.617972 -0.756538 3.162323 1.64 -0.20 1.38
C -0.670507 -0.145276 3.777803 0.01 -0.32 -0.69
C -1.521320 -1.174935 4.548581 -0.60 0.43 0.57
C -0.693302 -2.051380 5.497588 -0.11 0.44 -1.19
C 0.287266 -2.871117 4.641068 -1.18 0.03 -1.16
C 0.471196 -2.310633 3.185160 -0.10 -0.06 -0.66
C 2.640518 -1.129880 1.057228 0.36 0.31 0.17
C 3.273895 -0.636662 -0.262483 0.07 -0.33 -0.06
C 4.415346 -1.588728 -0.739235 -0.82 0.13 -0.56
C 5.412150 -2.059621 0.327072 -1.37 -0.02 0.79
C 5.151054 -1.301105 1.640693 -0.04 0.51 -0.03
C 3.695758 -1.515883 2.141169 0.46 0.59 0.15
H 4.128968 3.827274 2.132398 -0.27 0.00 -0.08
H 3.364083 5.231828 2.801553 0.22 0.68 0.24
H 2.151419 4.090193 4.355610 -0.45 0.29 0.64
H 3.548202 3.028458 4.272361 -0.26 0.28 -0.13
H 0.728058 2.546126 3.420521 0.19 -0.27 -0.12
H 1.927505 1.476353 4.159353 -0.20 -0.16 -0.17
H 3.143658 1.415006 1.875363 0.00 -0.07 0.34
H 0.785227 2.730399 0.590446 0.12 -0.01 0.09
H 2.407385 2.638368 0.004385 0.45 -0.44 -0.19
H 1.224208 4.722952 1.748219 -0.23 -0.10 0.19
H 2.438264 4.844278 0.521472 0.03 -0.28 0.30
H 1.495406 -0.553928 3.854273 -0.91 -0.13 -0.45
H -1.262263 0.260056 2.960031 -0.23 -0.02 -0.14
H -0.458265 0.713287 4.411477 0.26 -0.08 0.21
H -2.138755 -1.827571 3.908079 0.39 0.30 -0.13
H -2.255225 -0.591530 5.130938 0.18 -0.23 -0.13
H -1.368363 -2.683709 6.060963 0.05 -0.21 0.19
H -0.182236 -1.409682 6.185435 0.41 0.38 0.55
H -0.202697 -3.840117 4.498691 0.48 -0.16 0.08
H 1.252973 -3.010904 5.094039 0.35 -0.07 0.28
H -0.391551 -2.566558 2.519341 0.50 0.05 0.70
H 1.332107 -2.857696 2.755083 -0.28 0.53 0.11
H 2.108481 -2.033255 0.831247 -0.46 -0.54 -0.35
H 3.617883 0.407322 -0.169178 0.19 -0.33 0.11
H 2.510705 -0.599134 -1.065726 0.24 -0.12 0.45
H 4.923413 -1.030089 -1.531967 0.04 -0.37 -0.09
H 3.943168 -2.501902 -1.171080 0.23 0.78 -0.03
H 6.408571 -2.006420 -0.050716 0.80 0.34 0.01
H 5.224200 -3.122384 0.497237 0.07 -0.03 0.19
H 5.329961 -0.213900 1.482869 -0.14 -0.52 0.04
H 5.838714 -1.585123 2.436047 0.07 -0.17 -0.04
H 3.542205 -0.933157 3.071492 0.16 -0.15 -0.42
H 3.577032 -2.567485 2.450912 -0.04 0.29 -0.28